Record 1
The following is a quantum chemistry calculation of C41H41AgN4PSe2Si as an isolated structure in a non-equilibrium geometry, from OMol25.

Computed properties:
HOMO energy: -3.479 eV
Net charge: -1
Energy above the lowest of the compared OMol25 structures with the same formula, charge and spin: 59.3 kJ/mol
LUMO level: 1.6 eV
Orbital gap: 5.1 eV
Electronic energy: -7386.78150 Eh

Each line ends with the Mulliken charge.
Geometry (Å):
Ag1 -0.2361 0.4816 0.0614  0.047
Se1 -1.8273 2.2537 -1.2935  -0.472
P1 -3.0011 0.4464 -1.4203  0.288
Se2 -2.3241 -1.4271 -0.6392  -0.658
C1 -4.6212 0.8653 -0.6527  0.708
C2 -5.1236 0.1032 0.3916  -0.387
C3 -6.2488 0.5230 1.0776  -0.634
C4 -6.8840 1.6987 0.7207  -0.453
C5 -6.3961 2.4515 -0.3353  -0.741
C6 -5.2683 2.0394 -1.0176  -0.232
C7 -3.4240 0.2298 -3.1952  0.656
C8 -3.4474 -1.0348 -3.7632  -0.533
C9 -3.6047 -1.1732 -5.1298  -0.626
C10 -3.7682 -0.0564 -5.9297  -0.487
C11 -3.7846 1.2060 -5.3604  -0.825
C12 -3.6006 1.3477 -3.9995  -0.156
H1 -4.6202 -0.8128 0.6736  0.308
H2 -6.6198 -0.0608 1.9074  0.411
H3 -7.7523 2.0352 1.2698  0.376
H4 -6.8858 3.3750 -0.6085  0.387
H5 -4.8710 2.6488 -1.8166  0.227
H6 -3.3254 -1.9064 -3.1319  0.402
H7 -3.5832 -2.1579 -5.5748  0.395
H8 -3.8698 -0.1688 -6.9998  0.376
H9 -3.9136 2.0811 -5.9809  0.381
H10 -3.5549 2.3356 -3.5618  0.256
C13 1.3162 -0.9142 0.8908  -0.862
Si1 2.6679 -1.3421 -0.3287  0.573
C14 1.9873 -1.2419 -2.1338  -1.071
N1 1.0778 -0.1131 -2.2909  0.574
C15 1.8203 1.1516 -2.4069  -0.212
C16 1.4547 1.9641 -3.6478  -0.901
C17 1.5737 1.1033 -4.9040  -0.667
C18 0.7504 -0.1890 -4.7787  -0.895
C19 0.1332 -0.2965 -3.3795  -0.421
C20 3.2719 -3.1528 -0.1903  0.339
C21 4.5659 -3.5095 0.1760  -0.169
C22 4.9402 -4.8354 0.3052  -0.669
C23 4.0205 -5.8436 0.0732  -0.409
C24 2.7202 -5.5102 -0.2707  -0.687
C25 2.3572 -4.1826 -0.3952  -0.531
C26 4.2386 -0.2820 -0.0969  0.247
C27 5.2086 -0.0902 -1.0755  0.066
C28 6.3480 0.6584 -0.8303  -0.716
C29 6.5474 1.2340 0.4129  -0.422
C30 5.5969 1.0503 1.4030  -0.600
C31 4.4642 0.3040 1.1419  -0.366
H11 1.7216 -0.6309 1.8625  0.157
H12 0.7172 -1.8153 1.0674  0.407
H13 1.4167 -2.1548 -2.3025  0.588
H14 2.7784 -1.2275 -2.9011  0.380
H15 2.8932 0.9307 -2.4435  0.113
H16 1.6426 1.7603 -1.5056  0.036
H17 2.1357 2.8160 -3.7234  0.496
H18 0.4453 2.3669 -3.5501  0.195
H19 2.6269 0.8499 -5.0427  0.260
H20 1.2622 1.6794 -5.7786  0.406
H21 1.3864 -1.0608 -4.9543  0.314
H22 -0.0556 -0.2103 -5.5162  0.442
H23 -0.3430 -1.2733 -3.2531  0.698
H24 -0.6567 0.4561 -3.2859  -0.294
H25 5.2896 -2.7287 0.3630  0.310
H26 5.9539 -5.0877 0.5890  0.379
H27 4.3129 -6.8824 0.1634  0.351
H28 1.9919 -6.2923 -0.4388  0.388
H29 1.3381 -3.9315 -0.6497  0.354
H30 5.0788 -0.5404 -2.0504  0.340
H31 7.0913 0.7944 -1.6062  0.380
H32 7.4354 1.8213 0.6097  0.357
H33 5.7436 1.4887 2.3813  0.390
H34 3.7267 0.1653 1.9166  0.234
N2 0.1635 0.8917 10.8994  -0.543
C32 -0.1155 0.9508 9.7820  0.187
C33 -0.4344 1.0443 8.4225  0.415
C34 -1.6119 1.6873 8.0023  -0.959
C35 -1.8969 1.7986 6.6644  -0.298
C36 -1.0237 1.2707 5.7035  0.957
C37 0.1478 0.6245 6.1224  -0.376
C38 0.4410 0.5156 7.4580  -0.943
N3 -1.2944 1.3969 4.3445  0.247
C39 -2.5227 1.4974 3.7392  -0.531
C40 -2.2866 1.5674 2.4009  -0.491
N4 -0.9450 1.5411 2.1629  -0.116
C41 -0.3789 1.4386 3.3391  -0.477
H35 -2.2832 2.1022 8.7398  0.427
H36 -2.7946 2.3064 6.3462  0.389
H37 0.8072 0.1906 5.3865  0.560
H38 1.3470 0.0215 7.7781  0.431
H39 -3.4393 1.4832 4.2914  0.373
H40 -2.9981 1.6627 1.6046  0.280
H41 0.6802 1.4293 3.4964  0.573

---

Record 2
The following is a quantum chemistry calculation of C41H41CaN5O4PS as an isolated structure in a non-equilibrium geometry, from OMol25.

Computed properties:
HOMO energy: -9.480 eV
Net charge: +1
Energy above the lowest of the compared OMol25 structures with the same formula, charge and spin: 108.8 kJ/mol
LUMO level: -2.2 eV
Orbital gap: 7.2 eV
Electronic energy: -3578.78407 Eh

Each line ends with the Mulliken charge.
Geometry (Å):
Ca1 -0.0957 -1.9785 -0.7748  1.369
S1 0.6234 -5.8686 1.8499  -0.388
C1 1.3580 -4.6153 2.8029  0.724
C2 2.0686 -4.7166 3.9876  -0.659
C3 2.5646 -3.5573 4.5519  -0.602
C4 2.3621 -2.3199 3.9425  -0.838
C5 1.6457 -2.2088 2.7692  0.118
C6 1.1244 -3.3642 2.1896  -1.247
N1 0.3948 -3.4243 1.0418  0.197
C7 0.0572 -4.6389 0.7210  0.227
C8 -0.7086 -4.9952 -0.4409  1.545
C9 -1.2615 -6.2790 -0.5288  -1.107
C10 -2.0115 -6.6265 -1.6282  -0.751
C11 -2.1815 -5.7027 -2.6514  -0.605
C12 -1.6070 -4.4441 -2.5609  -0.626
C13 -0.8527 -4.0278 -1.4615  -0.671
H1 2.2409 -5.6756 4.4508  0.424
H2 3.1311 -3.6081 5.4693  0.399
H3 2.7807 -1.4354 4.4000  0.452
H4 1.5013 -1.2602 2.2708  0.559
H5 -1.1046 -6.9854 0.2767  0.347
H6 -2.4517 -7.6090 -1.6960  0.394
H7 -2.7636 -5.9727 -3.5220  0.389
H8 -1.7433 -3.7563 -3.3925  0.401
O1 1.8202 -1.4044 -1.5699  -0.833
C14 1.9021 -0.4022 -0.8652  0.992
O2 1.2323 -0.1826 0.1787  0.645
C15 2.8407 0.7552 -1.2256  -1.549
P1 2.2079 2.1006 -0.1296  1.271
C16 2.8170 3.5283 -1.1175  0.399
C17 4.1629 3.8491 -1.2468  -0.309
C18 4.5462 4.9149 -2.0385  -0.799
C19 3.5915 5.6547 -2.7195  -0.533
C20 2.2522 5.3143 -2.6277  -0.705
C21 1.8655 4.2569 -1.8230  -0.374
C22 3.4344 2.1098 1.2385  0.179
C23 3.7536 3.3249 1.8517  -0.600
C24 4.5893 3.3600 2.9515  -0.602
C25 5.0765 2.1787 3.4908  -0.623
C26 4.7396 0.9676 2.9073  -0.706
C27 3.9216 0.9296 1.7899  -0.438
H9 2.7811 1.0437 -2.2782  0.607
H10 3.8851 0.5110 -1.0124  0.636
H11 4.9056 3.2649 -0.7226  0.454
H12 5.5920 5.1708 -2.1203  0.420
H13 3.8983 6.4964 -3.3207  0.408
H14 1.5125 5.8802 -3.1756  0.429
H15 0.8205 3.9818 -1.7440  0.358
H16 3.3824 4.2521 1.4356  0.463
H17 4.8600 4.3096 3.3876  0.445
H18 5.7276 2.2049 4.3514  0.419
H19 5.1169 0.0453 3.3265  0.509
H20 3.6539 -0.0199 1.3479  0.329
O3 -6.3360 1.2125 0.8123  -0.520
C28 -6.2704 -0.1814 1.0124  -0.695
C29 -4.9208 -0.6793 0.5723  0.419
C30 -4.2729 -1.7175 1.2321  -1.280
C31 -3.0149 -2.0989 0.7978  -0.602
N2 -2.4163 -1.5564 -0.2456  0.883
C32 -3.0537 -0.6101 -0.9297  0.512
C33 -4.2948 -0.1190 -0.5316  -0.897
C34 -2.3744 -0.0917 -2.1290  0.065
C35 -3.0961 0.3415 -3.2414  -0.879
C36 -2.4174 0.8735 -4.3292  0.551
C37 -3.1579 1.4261 -5.5232  -0.749
O4 -4.5254 1.1233 -5.5371  -0.537
C38 -1.0268 0.9198 -4.2675  -1.486
C39 -0.3950 0.4147 -3.1451  -0.350
N3 -1.0428 -0.0722 -2.0989  0.100
H21 -7.2298 1.5149 1.0027  0.312
H22 -7.0405 -0.6954 0.4134  0.302
H23 -6.4370 -0.4374 2.0694  0.350
H24 -4.7307 -2.2082 2.0749  0.469
H25 -2.4547 -2.8745 1.3043  0.350
H26 -4.7680 0.7067 -1.0373  0.684
H27 -4.1726 0.2694 -3.2760  0.792
H28 -2.6649 1.0982 -6.4487  0.414
H29 -3.0992 2.5213 -5.4811  0.293
H30 -4.6583 0.2089 -5.8100  0.319
H31 -0.4487 1.3312 -5.0794  0.507
H32 0.6835 0.4175 -3.0670  0.588
N4 0.7269 2.7784 2.3920  0.123
C40 -0.3987 2.2076 3.1659  -0.474
C41 -1.5513 1.8897 2.1844  -0.973
N5 -1.3718 0.6937 1.4143  0.183
H33 1.6209 2.7802 2.9026  0.425
H34 0.5159 3.7402 2.1087  0.418
H35 0.9255 2.2448 1.4596  -0.882
H36 -0.7045 2.9161 3.9353  0.439
H37 -0.0607 1.2931 3.6574  0.297
H38 -1.6612 2.7339 1.4967  0.392
H39 -2.4827 1.8009 2.7477  0.520
H40 -1.3403 -0.1307 2.0032  0.230
H41 -0.5417 0.6888 0.8312  -0.559